Entry w
The following is a quantum chemistry calculation of the molecule C19H16N2O2, from the Open Molecules 2025 dataset.

Structure (XYZ):
```
39
Properties=species:S:1:pos:R:3
C 0.22 -1.21 -0.62
H 0.60 0.90 6.75
C -3.85 -0.42 -3.18
H -4.40 -0.67 -2.25
C -0.93 -0.62 -1.48
N 0.25 -0.59 0.64
N -1.40 -3.07 -4.09
C -1.01 0.14 0.82
C 1.14 -1.14 4.09
H 0.64 1.84 2.55
H 1.67 -2.76 -0.52
H -0.83 1.14 1.20
H -2.83 0.24 -0.62
H -1.16 -3.95 -4.56
H -4.56 -0.46 -4.00
C 0.97 -0.75 5.42
H -1.39 1.31 -2.54
C -2.70 -1.37 -3.41
H -3.48 0.62 -3.14
C -0.95 0.90 -1.64
C 1.17 -0.77 1.66
C -2.58 -2.38 -4.31
H 0.39 2.53 4.93
H 1.39 -2.16 3.89
C -0.70 -2.50 -3.05
H -0.07 1.49 -1.35
C 0.57 -2.91 -2.40
O 1.27 -3.76 -2.93
C -1.75 0.21 -0.54
C 0.91 -2.30 -1.09
C 0.98 -0.24 3.03
H -3.33 -2.61 -5.06
C 0.75 1.10 3.34
C 0.72 0.57 5.73
C -1.48 -1.48 -2.59
H 1.10 -1.46 6.24
O 2.23 -1.34 1.46
H -1.64 -0.38 1.56
C 0.58 1.51 4.68
```

Output
Orbital gap in eV: 8.7
HOMO in eV: -8.5
SMILES: Cc1c[nH]c2c1[C@@]13C[C@@H]1CN(C(=O)c1ccccc1)C3=CC2=O

***

Entry x
The following is a quantum chemistry calculation of the molecule C19H16N2O2, from the Open Molecules 2025 dataset.

Structure (XYZ):
```
39
Properties=species:S:1:pos:R:3
H -1.31 2.16 2.70
H 1.07 -5.07 -2.00
H -3.02 1.41 -0.82
N -0.78 0.56 1.52
H 3.77 2.32 -2.85
H 0.15 -5.76 -0.64
C 0.94 -5.05 -0.92
C -1.27 2.72 0.72
C 0.42 -4.30 1.77
H -2.65 0.36 -3.01
H -0.40 -2.21 4.30
C 0.48 1.56 -2.46
H 0.69 -5.33 1.61
C 0.33 -3.41 0.70
H 0.23 -4.55 3.87
H 1.17 3.32 0.38
C -1.02 2.11 -0.62
H 1.93 1.16 -4.00
O -1.58 3.87 0.93
H -0.84 0.03 3.52
N -1.13 1.83 1.75
C -0.59 0.91 -3.10
C -0.20 -2.54 3.29
H 1.87 -5.34 -0.43
C 0.16 -3.85 3.05
C -0.66 -0.27 2.48
C 1.34 2.84 -0.57
C -2.05 1.46 -1.27
C -0.02 -2.08 0.94
H 3.39 3.40 -0.67
H -0.42 0.44 -4.06
C -0.29 -1.64 2.23
C 2.57 2.89 -1.16
H -0.09 -1.39 0.11
C 1.77 1.63 -3.04
C -1.83 0.86 -2.52
O 0.57 -3.73 -0.60
C 2.79 2.28 -2.40
C 0.27 2.18 -1.20
```

Output
Orbital gap in eV: 8.6
HOMO in eV: -8.2
SMILES: COc1cccc(/C=N/NC(=O)c2cccc3ccccc23)c1

***

Q: Which of them is the least stable? A: entry w.

***

Entry w
The following is a quantum chemistry calculation of the ion C5H10N3O with charge +1, from the Open Molecules 2025 dataset.

Structure (XYZ):
```
19
Properties=species:S:1:pos:R:3
H -1.21 -1.76 0.30
H 1.95 -3.15 -1.27
N 0.89 0.68 0.00
N -0.72 -0.83 0.11
C 0.58 -0.62 -0.27
H 2.59 1.59 0.84
C -0.28 1.27 0.43
H -2.77 0.85 1.96
H -3.02 1.47 0.35
N 0.97 -2.76 -0.91
O 1.43 -1.42 -0.84
H 0.24 -2.79 -1.64
H 2.12 2.23 -0.80
C -1.30 0.34 0.45
H 2.75 0.59 -0.66
H -3.50 -0.05 0.69
C -2.67 0.62 0.86
C 2.14 1.29 -0.19
H -0.20 2.44 0.60
```

Output
Orbital gap in eV: 10.0
HOMO in eV: -12.8
SMILES: Cc1cn(C)c(ON)[nH+]1
Net charge: +1

***

Entry x
The following is a quantum chemistry calculation of a cluster of 2 separate species, C5H10N3O in total, from the Open Molecules 2025 dataset.

Structure (XYZ):
```
19
Properties=species:S:1:pos:R:3
H -1.84 -0.36 -2.00
C 1.30 -0.76 0.37
N 0.61 1.25 0.00
N 0.20 0.06 0.27
C -2.09 0.20 0.19
N -2.30 1.21 0.99
C -2.26 0.36 -1.26
H -2.49 2.16 0.41
C 2.42 0.06 0.12
H 4.17 -0.76 -0.77
H -1.76 1.27 -1.57
H 1.06 -1.67 0.84
H -2.32 1.18 2.02
H 4.26 -0.44 0.95
O 1.92 1.25 -0.25
H -2.18 -0.92 0.58
H 4.31 0.83 -0.19
C 3.87 -0.11 0.00
H -3.33 0.23 -1.48
```

Output
Orbital gap in eV: 10.0
HOMO in eV: -13.6
Net charge: +1

***

Q: Which of them is the least stable? A: entry x.

***

Entry w
The following is a quantum chemistry calculation of a structure of composition C21H23MnNO3, from the Open Molecules 2025 dataset.

Structure (XYZ):
```
49
Properties=species:S:1:pos:R:3
C -1.12 2.19 1.93
H 0.66 3.37 1.89
H -0.82 -5.61 -1.62
C -1.92 0.29 -2.11
C -0.15 -3.82 -0.59
H 1.83 0.90 -3.36
H 2.67 2.27 3.19
C 2.62 1.57 2.35
H 3.07 -0.10 -2.62
H 0.34 -1.91 0.22
H 3.30 1.58 0.29
C -1.82 -2.44 -2.36
C -1.96 1.82 -1.97
C 3.42 0.33 2.72
H -3.41 -0.23 1.46
C 0.56 0.03 2.27
C -1.69 0.92 2.04
H 3.01 -0.18 3.61
N -1.17 -0.38 -1.27
H 4.45 0.61 2.94
H 3.16 1.65 -2.48
H 1.19 -0.84 2.40
C 0.25 2.37 1.98
C -2.67 -0.34 -3.12
H -1.23 -1.16 2.26
H -3.19 -2.20 -4.01
H -3.26 0.29 -3.77
H -1.76 3.05 1.75
O -2.78 2.41 -2.65
Mn 0.22 1.06 -0.23
O -1.16 2.30 -1.10
C -0.24 -2.46 -0.50
C -3.17 0.72 1.95
C 1.13 1.29 2.17
O 1.73 0.73 -1.30
C -2.62 -1.69 -3.24
C -0.82 -0.15 2.21
H -3.62 0.71 2.95
H 2.68 3.13 0.82
C -1.09 -1.74 -1.38
C 3.25 2.26 1.14
H -3.64 1.52 1.38
C -1.71 -3.85 -2.42
H 4.26 2.60 1.39
C 2.47 0.80 -2.47
H 3.44 -0.38 1.89
H 0.50 -4.37 0.08
H -2.28 -4.38 -3.18
C -0.90 -4.53 -1.56
```

Output
<S²>: 8.7567
Orbital gap (spin up / spin down) in eV: 7.9 / 8.5
HOMO (spin up / spin down) in eV: -8.0 / -8.7
Spin multiplicity: 6

***

Entry x
The following is a quantum chemistry calculation of a structure of composition C21H23MnNO3, from the Open Molecules 2025 dataset.

Structure (XYZ):
```
49
Properties=species:S:1:pos:R:3
H -2.54 5.33 -2.30
C -3.20 0.17 1.03
H -1.39 3.81 2.14
C 0.25 4.14 -0.78
H -2.78 3.64 3.23
H 0.64 3.07 4.37
H -1.58 1.96 4.57
H -4.05 -2.61 0.57
H 3.36 3.80 0.58
H -4.04 0.34 0.36
C 0.36 2.24 3.72
C 2.75 1.22 1.13
C 0.59 -2.58 -1.38
C -2.62 -1.09 1.07
C -1.17 2.19 3.58
C -1.69 3.56 3.16
C -3.10 -2.22 0.21
H -0.35 6.09 -1.49
C -1.39 2.37 -1.13
H -1.28 4.33 3.82
C 1.55 4.51 -0.33
O 3.90 1.55 1.36
O 0.16 -1.43 -0.74
H 1.87 5.54 -0.44
C -2.23 3.27 -1.71
C -0.64 5.05 -1.39
H 0.29 -3.50 -0.86
C -1.86 4.63 -1.84
Mn 0.29 -0.17 0.64
C -0.13 2.80 -0.63
H -3.21 2.18 1.73
H -0.22 -0.39 3.38
H -2.37 -3.03 0.19
C -1.54 -1.26 1.94
H -3.25 -1.89 -0.82
H 0.18 -2.65 -2.40
H -1.07 -2.23 2.01
H 1.68 -2.62 -1.48
C 1.88 2.26 0.40
H 0.82 2.40 2.75
N 0.69 1.90 -0.01
H 0.78 1.33 4.14
C -1.05 -0.20 2.71
C -1.65 1.07 2.67
C -2.73 1.22 1.81
O 2.15 0.13 1.41
H -1.66 1.33 -1.05
C 2.36 3.58 0.23
H -3.18 2.94 -2.10
```

Output
<S²>: 8.7579
Orbital gap (spin up / spin down) in eV: 7.8 / 8.3
HOMO (spin up / spin down) in eV: -8.1 / -8.7
Spin multiplicity: 6

***

Q: Which of them is the least stable? A: entry w.

***

Entry w
The following is a quantum chemistry calculation of a cluster of 2 separate species, C2H6O3 in total, from the Open Molecules 2025 dataset.

Structure (XYZ):
```
11
Properties=species:S:1:pos:R:3
H -2.41 -1.32 0.99
H 0.79 -0.50 -0.02
H -2.04 0.32 0.90
O 1.54 2.02 -0.43
C -1.60 -0.66 0.67
H 3.14 0.91 -0.91
C 2.14 0.99 -0.49
O -1.33 -0.78 -0.71
H -0.71 -0.82 1.28
O 1.70 -0.19 -0.10
H -1.20 0.04 -1.18
```

Output
Orbital gap in eV: 11.6
HOMO in eV: -10.9
SMILES: O=CO.CO

***

Entry x
The following is a quantum chemistry calculation of a cluster of 2 separate species, C2H6O3 in total, from the Open Molecules 2025 dataset.

Structure (XYZ):
```
11
Properties=species:S:1:pos:R:3
H 0.99 -3.30 0.69
H 0.64 -1.71 0.82
O -1.15 0.03 -1.08
O 0.48 1.46 -1.07
H -1.40 0.47 1.48
O 1.20 -2.40 1.14
C -0.48 0.76 -0.38
C -0.38 0.71 1.07
H 0.32 1.39 -2.05
H -0.18 1.60 1.68
H 0.54 -0.01 1.33
```

Output
Orbital gap in eV: 11.3
HOMO in eV: -10.7
SMILES: CC(=O)O.O

***

Q: Which of them is the least stable? A: entry w.

***

Entry w
The following is a quantum chemistry calculation of the ion C2H2NO3 with charge -1, from the Open Molecules 2025 dataset.

Structure (XYZ):
```
8
Properties=species:S:1:pos:R:3
C 0.79 1.16 0.57
N 0.09 0.07 0.34
O 0.66 3.50 0.27
H 0.62 -0.66 -0.04
C 0.05 2.43 0.07
O -1.01 2.07 -0.50
H -0.78 0.39 -0.25
O 1.95 1.12 0.98
```

Output
Orbital gap in eV: 8.6
HOMO in eV: -4.2
SMILES: NC(=O)C(=O)[O-]
Net charge: -1

***

Entry x
The following is a quantum chemistry calculation of the ion C2H2NO3 with charge -1, from the Open Molecules 2025 dataset.

Structure (XYZ):
```
8
Properties=species:S:1:pos:R:3
O 0.33 1.97 -1.21
H 0.00 -1.12 0.57
O 2.53 2.31 -1.24
C 1.50 1.69 -0.90
N 0.20 -0.21 0.16
H -0.36 0.24 -0.56
O 2.37 -0.18 0.67
C 1.42 0.28 -0.06
```

Output
Orbital gap in eV: 8.5
HOMO in eV: -4.2
SMILES: NC(=O)C(=O)[O-]
Net charge: -1

***

Q: Which of them is the least stable? A: entry x.